(1)
A molecular structure, C30H18N7O7Rh. Source: the OMol25 dataset; level of theory: ωB97M-V with the def2-TZVPD basis set.

Last column: Löwdin charge in e.
Cartesian coordinates (Å):
1 H 2.137 5.718 1.765  0.122
2 C 1.252 3.500 4.176  0.000
3 C -2.736 -2.061 -5.345  -0.067
4 C -2.265 -0.586 -3.558  -0.187
5 O 4.534 -4.902 2.680  0.070
6 C -3.098 0.318 -5.671  -0.016
7 H 1.285 3.381 5.250  0.126
8 C 1.486 -0.309 -1.495  -0.093
9 H 1.372 -1.050 -2.270  0.124
10 N 0.643 -1.843 3.407  -0.345
11 C -3.133 -0.976 -6.145  -0.079
12 N -2.000 0.458 0.528  -0.093
13 C 1.201 3.818 1.417  -0.016
14 H -4.026 -0.072 0.401  0.115
15 N 4.008 -4.904 1.582  -0.358
16 O -0.609 -1.854 1.069  -0.154
17 C -3.477 1.595 1.800  -0.057
18 C 0.993 -3.339 0.011  -0.046
19 C 0.474 -2.589 1.085  -0.266
20 N -2.493 1.617 -3.581  0.142
21 C 2.144 -4.094 0.198  0.078
22 H 3.593 0.352 -1.593  0.104
23 C -2.036 1.223 -2.378  -0.125
24 H -4.421 1.893 2.224  0.099
25 C -1.301 1.397 1.269  -0.243
26 C 2.260 1.213 -0.057  -0.001
27 O 0.959 -0.667 3.420  0.088
28 H -3.467 -1.160 -7.157  0.106
29 H 1.173 3.937 0.342  0.125
30 C 2.788 -4.113 1.417  -0.129
31 C 0.067 1.616 1.134  -0.032
32 C 1.767 4.655 3.592  -0.224
33 H 2.519 -4.677 -0.631  0.135
34 N 0.461 0.017 -0.708  -0.051
35 C 2.325 5.692 4.419  -0.179
36 O -0.564 -2.542 -1.675  -0.188
37 C 1.175 -2.658 2.304  -0.074
38 C -2.655 0.485 -4.363  -0.187
39 C 0.891 0.973 0.207  -0.221
40 H -1.820 1.903 -1.571  0.137
41 O 4.428 -5.509 0.617  0.083
42 C 0.702 2.511 3.379  -0.003
43 C -3.282 0.571 0.848  -0.122
44 O 0.709 -4.280 -2.131  0.080
45 Rh -1.183 -0.997 -0.605  1.278
46 H -1.990 2.927 2.731  0.115
47 C 2.626 0.420 -1.125  -0.043
48 H -2.675 2.568 -3.850  0.166
49 C 1.740 4.816 2.209  -0.012
50 H -2.768 -3.058 -5.763  0.109
51 C 0.355 -3.420 -1.352  -0.565
52 O -0.071 -2.384 4.219  0.125
53 H 2.822 -3.416 3.454  0.141
54 C 0.677 2.664 1.996  -0.175
55 C -2.297 -1.891 -4.050  0.005
56 C 2.308 -3.394 2.504  0.086
57 N 2.770 6.524 5.074  0.161
58 H 2.884 1.899 0.491  0.117
59 N -1.888 -0.078 -2.310  -0.006
60 H 0.314 1.605 3.824  0.112
61 H -1.958 -2.717 -3.442  0.100
62 C -2.233 2.117 2.064  -0.004
63 H -3.397 1.158 -6.284  0.112

The value obtained for the total energy is -59169.3623 eV. For the HOMO energy, the calculation gives -8.559 eV.



(2)
A gas-phase ion, C4H10NOS (charge +1) in a non-equilibrium geometry. Source: the OMol25 dataset; level of theory: ωB97M-V with the def2-TZVPD basis set.

Last column: Löwdin charge in e.
Cartesian coordinates (Å):
1 H -0.772 2.215 1.080  0.158
2 H -2.134 -0.549 -0.360  0.128
3 O -1.928 1.462 -0.415  0.102
4 N -0.041 1.557 1.394  0.227
5 C 0.889 -1.210 -1.182  -0.531
6 S -0.042 -2.617 -0.518  0.742
7 C -1.595 0.365 -0.058  -0.169
8 H 1.232 0.876 -0.772  0.131
9 H 0.889 1.914 1.165  0.164
10 H 1.861 -0.227 0.470  0.130
11 H -0.028 1.476 2.411  0.178
12 C -0.234 0.233 0.623  -0.266
13 H 1.857 -1.541 -1.532  0.074
14 H -0.241 -0.484 1.449  0.139
15 H -1.081 -2.490 -1.449  -0.080
16 C 1.020 -0.030 -0.199  -0.210
17 H 0.350 -0.950 -2.108  0.085

Its total charge is +1. The structure (SMILES) is [NH3+][C@@H](C=O)CCS. The value obtained for the total energy is -18675.5125 eV. For the HOMO energy, the calculation gives -13.044 eV.